71
Properties=species:S:1:pos:R:3 method="wB97M-V/def2-TZVPD" relative_energy_ev=1.496 e_tot_ha=-1617.4197 max_force_ev_per_a=3.69 homo_lumo_gap_ha="0.1981 / 0.2278" lumo_ev="-3.43 / -4.45" homo_ev="-8.82 / -10.65" total_charge=+1 multiplicity=5
C 1.110 -2.199 -0.297
C 2.077 -1.549 -1.160
C 1.600 -1.618 -2.493
C 0.295 -2.154 -2.490
C -0.067 -2.481 -1.139
Ru 0.074 -0.397 -0.234
C -1.826 1.850 -0.883
C -1.744 0.994 0.396
H -1.857 1.531 1.361
C -1.866 -0.427 0.428
H -2.533 -0.975 -0.242
H -1.924 -0.860 1.430
C -2.587 3.187 -0.789
H -2.206 3.843 0.016
H -2.483 3.699 -1.762
H -3.673 2.980 -0.628
C -2.496 1.003 -1.976
H -2.048 0.001 -2.178
H -3.551 0.783 -1.682
H -2.568 1.503 -2.941
C 3.406 -1.064 -0.764
H 3.515 -1.075 0.321
H 4.198 -1.693 -1.191
H 3.587 -0.040 -1.123
C 2.388 -1.215 -3.683
H 2.780 -0.197 -3.570
H 3.253 -1.874 -3.824
H 1.794 -1.257 -4.604
C -0.555 -2.436 -3.678
H -0.480 -1.638 -4.440
H -0.247 -3.381 -4.169
H -1.619 -2.531 -3.394
C -1.205 -3.354 -0.736
H -2.114 -3.090 -1.298
H -0.969 -4.413 -0.937
H -1.408 -3.237 0.336
C 1.419 -2.903 0.970
H 0.501 -3.135 1.519
H 1.946 -3.852 0.768
H 2.066 -2.279 1.595
C 0.136 1.158 -1.683
C -0.376 2.415 -1.153
C 0.248 1.116 -3.082
C 0.175 3.597 -1.864
H -0.223 2.456 -0.026
C 0.462 2.269 -3.849
H 0.194 0.163 -3.619
C 0.501 3.499 -3.176
H 0.409 4.495 -1.269
H 0.632 2.258 -4.925
H 0.895 4.362 -3.716
C 0.262 2.850 2.912
N 0.032 1.611 3.638
C -0.368 1.693 5.046
C 0.308 0.429 3.084
S 1.162 0.444 1.569
N 0.163 -0.708 3.878
C 1.371 -1.258 4.497
C -0.919 -1.661 3.662
H 0.020 3.682 3.576
H -0.392 2.914 2.027
H 1.311 2.924 2.591
H -0.959 0.808 5.305
H 0.510 1.752 5.709
H -0.969 2.595 5.179
H 1.078 -1.908 5.326
H 1.954 -1.835 3.766
H 1.980 -0.436 4.885
H -1.873 -1.132 3.555
H -0.722 -2.290 2.781
H -0.988 -2.310 4.542